No. 1
{"formula": "C7H28O7", "method": "ωB97M-V with the def2-TZVPD basis set", "species": ["C", "O", "H", "H", "H", "H", "C", "O", "H", "H", "H", "H", "C", "O", "H", "H", "H", "H", "C", "O", "H", "H", "H", "H", "C", "O", "H", "H", "H", "H", "C", "O", "H", "H", "H", "H", "C", "O", "H", "H", "H", "H"], "xyz": [[0.34371, 1.21510, -0.15134], [1.40277, 1.24115, 0.69045], [-0.36418, 0.51657, 0.29480], [-0.16087, 2.17541, -0.25770], [0.59333, 0.77981, -1.11898], [1.13343, 1.04885, 1.59160], [0.83414, -0.11484, 4.47632], [0.67080, 0.82557, 3.40041], [0.94616, -1.14547, 4.13964], [1.72277, 0.13782, 5.05477], [-0.05160, -0.24418, 5.09829], [-0.25540, 1.07585, 3.36714], [1.19180, -1.14673, -3.39705], [1.28207, -2.59820, -3.35995], [0.50704, -0.77664, -2.63400], [2.12566, -0.62221, -3.19484], [0.91151, -0.85024, -4.40780], [0.43068, -3.03371, -3.44401], [-2.84906, 0.23236, 2.67367], [-2.08967, 1.18783, 3.36705], [-2.91903, 0.49861, 1.61901], [-2.27167, -0.69058, 2.72746], [-3.86151, 0.08069, 3.04790], [-2.55633, 2.01364, 3.21916], [4.55314, 1.78274, -0.96304], [3.29788, 2.03636, -1.34802], [4.68987, 2.59776, -0.25231], [4.68088, 0.87824, -0.36835], [5.36635, 1.96124, -1.66654], [2.68263, 1.67463, -0.70598], [-1.69193, 0.93252, -3.99101], [-2.70673, 0.03784, -3.60153], [-1.14565, 1.13359, -3.06947], [-1.06185, 0.54887, -4.79345], [-2.12913, 1.88608, -4.28714], [-3.30803, -0.04724, -4.34503], [-2.02172, -2.80339, 1.16675], [-0.83702, -3.49181, 1.05705], [-2.87038, -3.13637, 0.56925], [-2.29288, -2.97624, 2.20824], [-1.83626, -1.75023, 0.95567], [-0.08560, -3.07091, 0.63301]], "s_squared": 0.7539, "total_charge": 1, "largest_force_ev_per_a": 3.36, "e_above_lowest_ev": 2.590, "energy_ev": -22031.958, "e_homo_ev": [-12.33, -12.33], "spin_multiplicity": 2, "orbital_gap_ev": [9.2831, 2.6559]}

---

No. 2
{"formula": "C26H24F6Ge2N2O8Re", "method": "ωB97M-V with the def2-TZVPD basis set", "species": ["Re", "O", "C", "O", "C", "C", "C", "C", "C", "C", "O", "N", "O", "O", "N", "O", "O", "H", "H", "C", "Ge", "C", "C", "Ge", "C", "C", "C", "C", "C", "C", "C", "C", "C", "C", "C", "C", "H", "H", "H", "H", "H", "H", "H", "H", "H", "H", "H", "H", "H", "H", "H", "H", "H", "H", "H", "C", "C", "O", "C", "F", "F", "F", "C", "F", "F", "F", "H", "H", "H"], "xyz": [[-0.40974, 0.48493, 0.21619], [0.47320, 0.41556, 4.14298], [0.70108, 0.49885, 2.97580], [-0.30843, 0.20976, 2.08079], [2.03720, 0.85745, 2.42269], [3.00572, 1.24417, 3.34841], [4.27521, 1.55016, 2.91829], [4.62785, 1.46969, 1.57740], [3.67381, 1.05511, 0.68183], [2.36475, 0.76327, 1.06985], [1.46592, 0.42069, 0.12875], [4.06734, 0.93691, -0.73490], [3.69054, -0.05187, -1.33365], [4.77056, 1.81411, -1.17888], [5.29123, 1.97215, 3.90004], [4.94477, 2.02826, 5.05899], [6.39991, 2.20578, 3.46890], [2.75015, 1.30456, 4.39640], [5.62648, 1.72280, 1.25141], [-0.50262, -5.23645, 0.53788], [-0.18926, -3.46458, 1.27682], [1.70610, -3.03343, 1.40904], [-1.13694, -3.16057, 2.94597], [-1.04292, -1.90476, -0.44759], [-0.51190, -1.94158, -2.31680], [-1.37054, -2.30495, -3.35432], [-0.92257, -2.26147, -4.66638], [0.37668, -1.86118, -4.94996], [1.23851, -1.51453, -3.92145], [0.80036, -1.55951, -2.60408], [-2.59081, -0.70963, -0.19303], [-3.32808, -0.22664, -1.29524], [-4.42801, 0.57468, -1.10285], [-4.80206, 0.95558, 0.18847], [-4.09295, 0.51029, 1.28409], [-3.00361, -0.34139, 1.10336], [-0.09196, -5.97948, 1.22251], [-0.00412, -5.34651, -0.42466], [-1.56760, -5.43020, 0.41963], [2.21206, -3.79332, 2.00465], [1.84363, -2.07093, 1.90370], [2.17204, -3.00292, 0.42363], [-0.76744, -3.86276, 3.69440], [-2.20717, -3.32660, 2.82545], [-0.95769, -2.15374, 3.32658], [-2.38215, -2.63727, -3.14995], [-1.59018, -2.54656, -5.46892], [0.71860, -1.82785, -5.97578], [2.25468, -1.20819, -4.13295], [1.49224, -1.28681, -1.81476], [-3.00770, -0.46935, -2.30037], [-4.99854, 0.92094, -1.95488], [-5.65842, 1.60245, 0.32919], [-4.38629, 0.79954, 2.28431], [-2.49993, -0.74272, 1.97130], [-1.94293, 3.49188, -2.34428], [-1.18598, 3.10295, -1.08643], [-1.26159, 1.69795, -0.93744], [0.29372, 3.52889, -1.21642], [0.97214, 3.30787, -0.06960], [0.41588, 4.81393, -1.52107], [0.88431, 2.80209, -2.16855], [-1.84619, 3.73287, 0.16033], [-1.31366, 3.23439, 1.29493], [-3.14881, 3.43454, 0.18187], [-1.71103, 5.05299, 0.17965], [-1.47389, 3.01614, -3.20310], [-1.93081, 4.57239, -2.47659], [-2.97216, 3.15117, -2.26165]], "s_squared": 2.0198, "total_charge": 1, "largest_force_ev_per_a": 0.65, "e_above_lowest_ev": 0.000, "energy_ev": -178167.394, "e_homo_ev": [-12.20, -12.04], "spin_multiplicity": 3, "orbital_gap_ev": [7.5623, 7.2111]}

---

No. 3
{"formula": "C3H10NO", "method": "ωB97M-V with the def2-TZVPD basis set", "species": ["C", "C", "C", "N", "H", "H", "H", "H", "H", "H", "H", "H", "H", "H", "O"], "xyz": [[0.42400, -0.80183, -1.40985], [-0.67221, -0.33876, -0.48961], [-1.73813, 0.35154, -0.88087], [-0.33305, -0.51639, 0.94805], [0.50707, -0.14507, -2.27297], [1.37156, -0.74982, -0.85313], [0.34440, -1.82616, -1.74879], [-2.53397, 0.72044, -0.24832], [-1.86569, 0.24058, -1.95219], [-0.14333, -1.51006, 1.06137], [-1.14496, -0.24063, 1.49818], [0.51873, 0.05462, 1.15243], [2.53424, 1.46784, 1.87811], [1.07591, 2.00372, 1.79266], [1.65543, 1.29000, 1.52494]], "total_charge": 1, "largest_force_ev_per_a": 1.65, "e_above_lowest_ev": 0.575, "energy_ev": -6803.736, "e_homo_ev": -14.66, "orbital_gap_ev": 11.2556}

---

No. 4
{"formula": "C4H21N2O4S2", "method": "ωB97M-V with the def2-TZVPD basis set", "species": ["N", "C", "C", "S", "S", "C", "C", "N", "H", "H", "H", "H", "H", "H", "H", "H", "H", "H", "H", "H", "H", "H", "H", "O", "H", "H", "O", "H", "H", "O", "H", "H", "O"], "xyz": [[-1.42906, -0.69932, 1.30550], [-2.68357, -0.07522, 0.75102], [-2.42181, 0.73162, -0.51431], [-2.02899, 2.47610, -0.22492], [-0.32711, 2.68361, 0.76085], [1.13250, 2.70924, -0.37752], [1.71963, 1.32959, -0.60234], [2.27445, 0.65805, 0.58721], [-1.62467, -1.29902, 2.15220], [-0.73008, 0.00064, 1.56675], [-1.01086, -1.26720, 0.51819], [-3.13840, 0.53835, 1.55615], [-3.40225, -0.93530, 0.51010], [-3.34814, 0.72511, -1.20182], [-1.56814, 0.20950, -1.12418], [1.82468, 3.36517, 0.06982], [0.85181, 3.20204, -1.30618], [1.01361, 0.61112, -1.05970], [2.57438, 1.38706, -1.42595], [1.59728, 0.55158, 1.29637], [3.02258, 1.25480, 0.97099], [-0.74737, -0.81729, -3.78944], [0.63349, -0.34240, -3.37677], [-0.17840, -0.56755, -2.98551], [1.35771, -2.20281, 0.12137], [2.53123, -1.34644, 0.50391], [2.00667, -2.19040, 0.74882], [0.89647, -1.23540, 3.55152], [1.15507, -1.60454, 2.03702], [0.57188, -1.09918, 2.67460], [-0.05667, -1.59769, -1.71166], [-0.31955, -3.01698, -1.12761], [-0.14836, -2.13684, -0.85448]], "total_charge": 1, "largest_force_ev_per_a": 5.04, "e_above_lowest_ev": 0.490, "energy_ev": -37323.982, "e_homo_ev": -12.25, "orbital_gap_ev": 9.4127}